Record 1
Computed, not measured: 3 unconnected molecules or ions with the total composition C40H41O4S, with ωB97M-V/def2-TZVPD.

ORCA input file:
```
! RIJCOSX wB97M-V def2-TZVPD def2/J DEFGRID3
* xyz -1 1
C -1.76 0.63 1.63
C -0.22 0.67 1.66
C 0.40 1.74 0.75
C -0.03 1.78 -0.72
C -0.33 0.42 -1.38
C 0.85 -0.57 -1.32
C 0.42 -2.05 -1.19
C 0.77 -2.75 0.13
C 2.17 -2.49 0.67
C 2.62 -3.46 1.77
C 1.82 -3.38 3.08
C 1.09 -4.66 3.53
S 0.24 -5.56 2.27
H -2.18 1.54 1.20
H -2.14 -0.21 1.04
H -2.17 0.51 2.63
H 0.19 -0.31 1.43
H 0.09 0.90 2.68
H 0.20 2.72 1.20
H 1.49 1.62 0.80
H -0.90 2.43 -0.83
H 0.77 2.25 -1.30
H -1.23 -0.02 -0.96
H -0.57 0.62 -2.43
H 1.51 -0.30 -0.50
H 1.44 -0.45 -2.23
H 0.83 -2.64 -2.02
H -0.67 -2.10 -1.31
H 0.03 -2.51 0.90
H 0.66 -3.83 -0.01
H 2.24 -1.48 1.08
H 2.88 -2.52 -0.17
H 3.67 -3.21 1.98
H 2.61 -4.49 1.40
H 2.53 -3.15 3.88
H 1.15 -2.49 3.02
H 0.34 -4.40 4.29
H -0.82 -4.80 1.79
C -0.63 -5.03 -8.33
C -1.95 -5.38 -8.10
C -2.37 -5.72 -6.82
C -1.46 -5.72 -5.77
C -0.13 -5.37 -6.00
C 0.28 -5.02 -7.29
C 0.88 -5.38 -4.90
O 2.04 -5.07 -5.12
C 0.42 -5.79 -3.55
C 1.34 -5.84 -2.51
C 0.93 -6.20 -1.23
C -0.41 -6.51 -0.99
C -1.33 -6.46 -2.02
C -0.92 -6.11 -3.31
C -1.93 -6.08 -4.40
O -3.10 -6.34 -4.20
H -0.31 -4.75 -9.33
H -2.66 -5.38 -8.91
H -3.39 -5.99 -6.61
H 1.32 -4.76 -7.44
H 2.37 -5.58 -2.71
H 1.62 -6.22 -0.41
H -0.71 -6.76 0.02
H -2.37 -6.69 -1.85
C 1.04 5.45 0.79
C -0.28 5.56 0.38
C -1.16 6.34 1.11
C -0.73 7.01 2.25
C 0.60 6.88 2.66
C 1.48 6.10 1.93
C 1.09 7.57 3.89
O 2.25 7.48 4.24
C 0.11 8.36 4.68
C 0.53 8.97 5.86
C -0.36 9.73 6.60
C -1.68 9.87 6.17
C -2.10 9.27 5.00
C -1.21 8.51 4.26
C -1.70 7.85 3.01
O -2.84 8.00 2.63
H 1.73 4.83 0.22
H -0.62 5.03 -0.50
H -2.20 6.45 0.81
H 2.51 6.02 2.26
H 1.56 8.85 6.17
H -0.04 10.20 7.52
H -2.37 10.46 6.76
H -3.12 9.37 4.65
*
```

Calculated values
orbital gap = 0.086 hartree
F_max = 0.552 eV/Å

Atom charges from the Mulliken analysis, given in e for atoms 1 to 5:
1 C -1.455
2 C 0.670
3 C -0.659
4 C -0.600
5 C -0.917

---

Record 2
Computed, not measured: a molecular structure, C40H42AsCl5MnN4PS2 in a non-equilibrium geometry, with ωB97M-V/def2-TZVPD.

ORCA input file:
```
! RIJCOSX wB97M-V def2-TZVPD def2/J DEFGRID3
* xyz 1 6
Mn -1.51 1.21 -0.23
Cl -2.00 1.71 3.67
C -3.25 1.01 2.67
C -3.08 1.00 1.30
C -4.04 0.28 0.62
Cl -3.76 0.14 -1.12
C -5.12 -0.39 1.18
Cl -6.20 -1.31 0.22
C -5.27 -0.32 2.56
Cl -6.57 -1.14 3.32
C -4.33 0.39 3.31
Cl -4.50 0.45 5.02
S -1.38 1.70 -2.83
C -0.22 2.94 -3.03
N -0.44 4.09 -3.66
C 0.74 4.97 -3.69
C 1.71 4.22 -2.77
N 1.04 2.92 -2.62
H -1.29 4.26 -4.18
H 0.50 5.95 -3.32
H 1.12 5.06 -4.71
H 1.82 4.71 -1.80
H 2.70 4.10 -3.22
H 1.36 2.20 -1.99
C -1.38 6.86 3.73
C -2.02 5.50 3.49
N -1.27 4.71 2.51
C -1.62 4.31 1.30
S -0.42 3.47 0.36
N -2.85 4.58 0.87
C -3.33 4.56 -0.52
C -3.00 5.85 -1.25
H -1.94 7.41 4.49
H -1.35 7.45 2.81
H -0.35 6.74 4.09
H -3.05 5.63 3.15
H -2.07 4.93 4.42
H -0.36 4.38 2.81
H -3.46 5.05 1.52
H -4.41 4.41 -0.48
H -2.90 3.71 -1.02
H -3.43 6.71 -0.74
H -3.39 5.83 -2.27
H -1.91 5.99 -1.29
C 1.27 -1.39 1.21
C 1.48 -2.90 1.10
As 3.28 -3.40 1.68
C 4.20 -2.60 0.15
C 4.03 -3.07 -1.15
C 4.71 -2.49 -2.21
C 5.56 -1.41 -1.98
C 5.73 -0.92 -0.69
C 5.05 -1.52 0.37
C 3.27 -5.24 1.02
C 2.12 -5.92 0.65
C 2.19 -7.23 0.17
C 3.43 -7.86 0.07
C 4.58 -7.19 0.46
C 4.50 -5.89 0.93
P -0.19 -0.80 0.23
C -1.46 -1.97 0.84
C -1.71 -1.83 2.20
C -2.63 -2.65 2.84
C -3.33 -3.61 2.12
C -3.10 -3.74 0.76
C -2.17 -2.92 0.12
C 0.40 -1.14 -1.46
C 1.56 -0.42 -1.79
C 2.12 -0.51 -3.05
C 1.52 -1.31 -4.02
C 0.36 -2.00 -3.72
C -0.21 -1.91 -2.45
H 2.14 -0.86 0.84
H 1.13 -1.10 2.25
H 1.34 -3.25 0.08
H 0.76 -3.43 1.73
H 3.38 -3.93 -1.34
H 4.59 -2.88 -3.21
H 6.10 -0.95 -2.80
H 6.40 -0.09 -0.50
H 5.21 -1.16 1.38
H 1.14 -5.45 0.74
H 1.29 -7.75 -0.12
H 3.49 -8.88 -0.31
H 5.54 -7.68 0.39
H 5.41 -5.37 1.23
H -1.19 -1.07 2.78
H -2.81 -2.53 3.91
H -4.06 -4.25 2.61
H -3.65 -4.47 0.18
H -2.03 -3.06 -0.94
H 2.03 0.21 -1.04
H 3.03 0.03 -3.28
H 1.95 -1.38 -5.01
H -0.13 -2.61 -4.47
H -1.12 -2.44 -2.25
*
```

Calculated values
orbital gap (alpha / beta) = 0.310 / 0.297 hartree
F_max = 1.473 eV/Å

Atom charges from the Mulliken analysis, given in e for atoms 1 to 5:
1 Mn -0.113
2 Cl -0.177
3 C 1.152
4 C -1.509
5 C 1.483